Entry from OMol25: a single C3H2Cl3NO molecule (ωB97M-V/def2-TZVPD).

molar mass = 174.41 g mol⁻¹
DFT total energy = -1626.03244 Eh
multiplicity = 1
net charge = 0
HOMO-LUMO gap = 10.45 eV

Atoms and positions in Å:
N: -1.51835 2.07531 0.47428
C: -0.87053 1.18549 0.20700
C: -0.25174 -0.08369 -0.21246
O: -0.24098 -0.37732 -1.53142
Cl: -1.76717 -1.30474 0.56894
C: 1.11609 -0.22727 0.52742
Cl: 1.94854 -1.70882 -0.01699
Cl: 2.01928 1.26740 0.39287
H: -1.21947 -0.42438 -1.96945
H: 0.78433 -0.40199 1.55981

Atom charges from the natural (NBO) analysis, given in e for atoms 1 to 4: atom 1 (N): -0.23, atom 2 (C): 0.17, atom 3 (C): 0.34, atom 4 (O): -0.66